# 1
Molecular formula: C27H31N3O6S
Method: DFT, the ωB97M-V functional and the def2-TZVPD basis

Computed properties:
**Energy relative to the best compared isomer or geometry (same formula, charge and spin)**: 0.165 eV
**SMILES string**: CCOC(=O)N1CCN(C(=O)c2ccc3c(c2)N(C)C(=O)/C(=C\c2ccc(OCC)c(OC)c2)S3)CC1
**Multiplicity**: 1
**Kohn-Sham gap**: 7.970 eV
**HOMO level**: -7.666 eV
**Total energy**: -2061.387610 hartree

Geometry as XYZ:
```
68
Properties=species:S:1:pos:R:3:mulliken_charge:R:1
C 2.661 5.610 -9.020 -1.115
C 1.321 4.892 -9.091 -0.291
O 1.218 3.858 -8.113 -0.399
C 0.895 4.264 -6.865 0.568
O 0.703 5.413 -6.544 -0.656
N 0.797 3.220 -6.009 0.316
C 0.500 3.474 -4.614 -1.073
C 1.199 2.431 -3.749 -0.512
N 0.688 1.117 -4.075 0.326
C 0.343 0.163 -3.177 0.014
O -0.265 -0.838 -3.512 -0.660
C 0.758 0.388 -1.759 -0.208
C 2.088 0.572 -1.399 -0.213
C 2.425 0.661 -0.063 -0.771
C 1.444 0.604 0.916 0.732
C 0.095 0.459 0.571 -0.032
C -0.221 0.317 -0.778 -0.478
N -0.911 0.528 1.533 0.101
C -2.235 0.942 1.110 -1.294
C -0.753 0.232 2.863 0.854
O -1.674 0.393 3.646 -0.715
C 0.573 -0.264 3.280 0.226
C 0.907 -1.255 4.127 -0.918
C 0.124 -2.240 4.839 0.245
C 0.804 -3.332 5.379 -1.486
C 0.130 -4.334 6.052 -0.503
C -1.246 -4.277 6.220 0.922
O -2.017 -5.204 6.840 -0.473
C -1.414 -6.289 7.513 -0.467
C -0.814 -5.885 8.857 -1.078
C -1.947 -3.163 5.695 1.049
O -3.289 -3.162 5.915 -0.486
C -4.042 -2.083 5.415 -0.878
C -1.263 -2.174 5.020 -0.492
S 1.915 0.698 2.611 -0.382
C 0.283 0.914 -5.458 -0.794
C 1.050 1.844 -6.385 -0.682
H 2.751 6.123 -8.066 0.305
H 2.724 6.341 -9.821 0.380
H 3.476 4.898 -9.122 0.295
H 0.504 5.606 -8.941 0.325
H 1.197 4.381 -10.048 0.319
H 0.844 4.483 -4.373 0.497
H -0.583 3.433 -4.442 0.224
H 1.019 2.643 -2.693 0.563
H 2.281 2.478 -3.930 0.162
H 2.858 0.611 -2.154 0.489
H 3.453 0.778 0.241 0.428
H -1.239 0.142 -1.086 0.543
H -2.780 1.256 2.000 0.378
H -2.159 1.775 0.412 0.451
H -2.775 0.116 0.642 0.350
H 1.975 -1.385 4.263 0.354
H 1.874 -3.410 5.261 0.323
H 0.696 -5.165 6.442 0.305
H -0.660 -6.772 6.878 0.351
H -2.233 -6.996 7.670 0.348
H -0.417 -6.762 9.360 0.378
H -0.015 -5.160 8.724 0.342
H -1.584 -5.437 9.480 0.312
H -3.979 -2.019 4.324 0.350
H -5.071 -2.286 5.707 0.227
H -3.721 -1.130 5.847 0.368
H -1.792 -1.313 4.653 0.871
H 0.473 -0.131 -5.714 0.457
H -0.795 1.089 -5.561 0.290
H 0.724 1.692 -7.415 0.499
H 2.124 1.626 -6.332 0.217
```

=====

# 2
Molecular formula: C10H40N17O10S
Method: DFT, the ωB97M-V functional and the def2-TZVPD basis

Computed properties:
**Charge**: +1
**Multiplicity**: 1
**Kohn-Sham gap**: 7.335 eV
**HOMO level**: -10.939 eV
**Total energy**: -2486.444005 hartree

Geometry as XYZ:
```
78
Properties=species:S:1:pos:R:3:mulliken_charge:R:1
C 1.503 3.133 1.923 -0.928
N 0.714 2.496 0.804 -0.042
S 0.687 0.707 0.910 -0.123
C -0.664 3.089 0.668 -0.561
O -1.276 2.904 1.922 -0.304
O -2.683 2.718 1.615 -0.285
H 1.414 2.516 2.812 0.368
H 1.097 4.118 2.131 0.307
H 2.544 3.180 1.627 0.409
H 1.174 2.697 -0.085 0.436
H -0.541 0.738 1.421 0.238
H -0.538 4.142 0.407 0.526
H -1.178 2.562 -0.126 0.487
H -2.958 2.125 2.328 0.356
C 2.835 2.663 5.579 0.766
O 3.590 2.131 4.778 -0.661
N 3.181 3.762 6.297 -0.381
N 1.571 2.172 5.809 -0.430
H 2.575 4.199 6.964 0.160
H 4.117 4.109 6.191 0.213
H 1.313 1.326 5.340 0.223
H 0.936 2.579 6.469 0.155
C -0.623 0.989 -2.860 0.678
O -0.858 1.877 -2.036 -0.653
N -0.087 -0.194 -2.437 -0.274
N -0.882 1.137 -4.173 -0.384
H 0.200 -0.950 -3.029 0.184
H -0.023 -0.240 -1.427 0.092
H -1.321 1.992 -4.468 0.196
H -0.726 0.416 -4.853 0.199
C -4.469 -0.039 -4.975 0.603
O -4.240 1.156 -5.094 -0.654
N -3.667 -0.861 -4.239 -0.205
N -5.544 -0.638 -5.576 -0.373
H -3.799 -1.853 -4.118 0.156
H -2.889 -0.419 -3.790 0.120
H -6.150 -0.055 -6.120 0.226
H -5.754 -1.612 -5.476 0.152
C -2.793 -4.881 -4.624 0.629
O -2.835 -3.760 -4.131 -0.660
N -3.691 -5.321 -5.550 -0.365
N -1.829 -5.789 -4.291 -0.369
H -3.666 -6.256 -5.922 0.220
H -4.435 -4.711 -5.828 0.136
H -1.149 -5.515 -3.608 0.199
H -1.795 -6.719 -4.670 0.190
C -6.751 1.723 0.540 0.527
O -7.800 1.804 1.143 -0.618
N -5.591 2.296 1.026 -0.281
N -6.622 1.072 -0.656 -0.316
H -4.724 2.279 0.524 0.184
H -5.669 2.827 1.872 0.180
H -7.450 0.655 -1.038 0.198
H -5.766 1.014 -1.173 0.159
C 7.834 1.634 3.986 0.528
O 8.965 1.610 3.540 -0.651
N 7.530 1.947 5.281 -0.199
N 6.724 1.385 3.213 -0.327
H 6.587 1.997 5.621 0.111
H 8.272 2.194 5.907 0.133
H 6.861 1.202 2.239 0.176
H 5.802 1.402 3.606 0.217
C 6.416 1.983 8.675 0.659
O 6.072 2.815 7.848 -0.601
N 7.119 2.325 9.794 -0.436
N 6.129 0.653 8.538 -0.354
H 7.418 1.662 10.484 0.153
H 7.347 3.293 9.916 0.221
H 5.622 0.370 7.721 0.212
H 6.415 -0.043 9.199 0.171
C -2.228 -7.555 -8.412 0.661
O -2.452 -8.283 -7.456 -0.644
N -2.217 -7.998 -9.700 -0.393
N -1.989 -6.223 -8.210 -0.367
H -2.035 -7.406 -10.487 0.167
H -2.398 -8.973 -9.851 0.231
H -1.994 -5.942 -7.249 0.160
H -1.813 -5.542 -8.924 0.165
```

=====

# 3
Molecular formula: C4H14O4
Method: DFT, the ωB97M-V functional and the def2-TZVPD basis

Computed properties:
**Energy relative to the best compared isomer or geometry (same formula, charge and spin)**: 0.932 eV
**SMILES string**: OCCCCO.O.O
**Multiplicity**: 1
**Kohn-Sham gap**: 10.999 eV
**HOMO level**: -10.371 eV
**Total energy**: -461.722019 hartree

Geometry as XYZ:
```
22
Properties=species:S:1:pos:R:3:mulliken_charge:R:1
O -0.961 4.167 0.339 -0.530
C 0.317 3.614 0.014 -0.424
C 0.357 2.113 0.186 -0.649
C -0.006 1.351 -1.116 -0.559
C 0.394 -0.121 -1.108 -0.255
O -0.723 -1.016 -0.990 -0.508
H -1.653 3.625 -0.055 0.299
H 0.552 3.938 -1.018 0.256
H 0.999 4.157 0.659 0.292
H 1.324 1.765 0.552 0.437
H -0.383 1.925 0.969 0.243
H 0.437 1.915 -1.938 0.333
H -1.096 1.445 -1.290 0.275
H 1.054 -0.339 -0.271 0.272
H 0.913 -0.359 -2.045 0.221
H -1.524 -0.486 -0.974 0.300
O 2.310 -5.008 1.635 -0.636
H 1.609 -4.392 1.912 0.314
H 2.933 -4.975 2.374 0.323
O -2.387 -4.267 1.048 -0.638
H -1.602 -4.086 0.525 0.321
H -2.865 -4.966 0.591 0.317
```

=====

Which formula does entry 2 have?
C10H40N17O10S